No. 1
This record from the OMol25 dataset describes a structure of composition C37H22BrCl2F5N2O4Sn at a distorted geometry. The level of theory is ωB97M-V/def2-TZVPD.

CARTESIAN COORDINATES (ANGSTROEM)
Sn: -0.40180 2.38216 1.70802
C: 4.33205 2.89028 1.58737
O: 3.53860 1.70108 1.72205
C: 4.09898 0.50193 1.48772
C: 5.45122 0.28216 1.33705
C: 5.91600 -1.02563 1.13423
Br: 7.80459 -1.33714 0.98342
C: 5.05980 -2.13652 1.05993
C: 3.68159 -1.93082 1.25191
C: 3.18736 -0.61166 1.47619
O: 1.91007 -0.31279 1.83615
C: 2.79692 -3.08463 1.33504
N: 2.92587 -4.11578 2.16303
C: 1.81898 -4.91259 1.93778
C: 1.41276 -6.09483 2.57930
C: 0.32254 -6.76672 2.09556
C: -0.45928 -6.21526 1.05708
C: -0.10814 -5.01227 0.45486
C: 1.02960 -4.39090 0.92477
N: 1.66721 -3.21547 0.54565
H: 5.20927 2.91214 2.27690
H: 3.68388 3.70929 1.81184
H: 4.67190 2.95316 0.55851
H: 6.15351 1.10131 1.33676
H: 5.43592 -3.12922 0.97338
H: 1.26147 -0.98884 1.58456
H: 2.01923 -6.45334 3.41752
H: 0.08834 -7.77507 2.44245
H: -1.34461 -6.73084 0.70771
H: -0.70803 -4.64915 -0.38063
H: 1.36754 -2.65436 -0.22662
Cl: -0.31422 6.62482 0.14532
C: 0.38955 5.99773 1.63190
Cl: 1.00251 7.33766 2.70339
C: 1.52159 5.03960 1.22141
O: 2.67322 5.40843 1.18395
O: 1.08357 3.86633 0.88157
H: -0.38969 5.48248 2.23081
F: -2.97379 3.24172 3.64159
C: -3.22406 3.79390 2.40858
C: -2.35025 3.55945 1.33674
C: -2.71948 4.13809 0.12654
F: -1.90562 4.02010 -0.91961
C: -3.86402 4.85741 0.00002
F: -4.16937 5.51391 -1.14710
C: -4.71760 5.06056 1.11686
F: -5.84338 5.75604 0.95982
C: -4.39752 4.50430 2.32555
F: -5.23628 4.64761 3.36058
C: -0.70729 1.28757 -0.10031
C: -1.09443 0.36144 -0.82936
C: -1.67033 -0.52908 -1.77394
C: -0.85630 -1.64575 -2.26622
C: -1.28385 -2.84201 -2.88646
C: -0.36641 -3.85382 -3.24258
C: 1.00105 -3.68333 -3.10104
C: 1.43864 -2.49724 -2.55557
C: 0.55840 -1.54580 -2.10747
C: -2.93045 -0.10343 -2.33268
C: -3.64614 0.97561 -1.77242
C: -4.78074 1.52673 -2.31424
C: -5.31471 1.04383 -3.48927
C: -4.66293 -0.02216 -4.06803
C: -3.50180 -0.57083 -3.52732
H: -2.33155 -2.97883 -3.04141
H: -0.68456 -4.82115 -3.65730
H: 1.71257 -4.43382 -3.45677
H: 2.49244 -2.29592 -2.41931
H: 0.97430 -0.61657 -1.77970
H: -3.28246 1.49124 -0.88408
H: -5.24682 2.35211 -1.77992
H: -6.21516 1.51996 -3.88768
H: -5.00349 -0.49054 -4.99689
H: -2.98648 -1.36802 -4.11744

For the molecular weight, the calculation gives 923.10 g/mol. As for the charge: -2. The max |F| comes out at 2.109 eV/Å. As for the energy relative to the best compared isomer or geometry (same formula, charge and spin): 0.0 kJ/mol. The calculation puts the electronic energy at -164402.3286 eV.

Atom charges from the Löwdin analysis, given in e for atoms 1 to 4:
1 Sn 1.100
2 C -0.038
3 O -0.063
4 C -0.211

***

No. 2
This record from the OMol25 dataset describes a structure of composition C37H25Br4Cl2LaO4P2S at a distorted geometry. The level of theory is ωB97M-V/def2-TZVPD.

CARTESIAN COORDINATES (ANGSTROEM)
La: -1.07678 -0.74134 0.49184
Br: 0.80312 -7.22244 -1.02936
C: 0.55132 -5.57554 -0.13956
C: 1.25302 -5.28274 1.02014
Br: 2.51942 -6.50484 1.70814
C: 1.02412 -4.07514 1.67384
Br: 2.03572 -3.57624 3.18334
C: 0.09712 -3.14304 1.21424
O: -0.17058 -2.02854 1.83084
C: -0.56048 -3.41894 -0.02606
O: -1.32678 -2.49514 -0.54866
C: -0.31988 -4.62494 -0.66526
Br: -1.21678 -4.86884 -2.30976
O: 1.21512 -0.41204 -0.02366
P: 1.75492 0.63666 -0.92246
C: 1.60492 2.34126 -0.17646
P: 0.02632 2.25366 0.76914
O: -0.96968 1.52716 -0.07176
C: -0.56908 3.91826 1.13884
C: 0.20232 4.84966 1.82204
C: -0.31668 6.10616 2.07634
C: -1.60098 6.42776 1.66004
C: -2.37318 5.49306 0.98964
C: -1.85798 4.23586 0.72974
C: 0.33502 1.32836 2.30384
C: 1.56572 0.78226 2.65754
C: 1.63662 -0.13734 3.69054
C: 0.48612 -0.52404 4.36204
C: -0.73678 0.05386 4.05024
C: -0.81488 0.99126 3.03074
C: 0.86992 0.70116 -2.49706
C: 1.12672 1.67176 -3.46046
C: 0.47692 1.61476 -4.68016
C: -0.44418 0.60846 -4.93156
C: -0.71468 -0.34874 -3.96776
C: -0.04708 -0.31194 -2.75616
C: 3.52202 0.35946 -1.20396
C: 4.16092 0.62586 -2.40666
C: 5.52132 0.40026 -2.52296
C: 6.24302 -0.08284 -1.44306
C: 5.59832 -0.37704 -0.25176
C: 4.23802 -0.16524 -0.13346
H: 1.49242 3.09006 -0.96496
H: 2.47012 2.60206 0.43384
H: 1.19802 4.58566 2.14854
H: 0.28032 6.83476 2.60344
H: -2.00098 7.40966 1.86484
H: -3.37508 5.73906 0.67164
H: -2.44008 3.48976 0.20864
H: 2.46022 1.05476 2.11164
H: 2.58232 -0.59244 3.94534
H: 0.54692 -1.28814 5.12154
H: -1.63168 -0.23724 4.58024
H: -1.75898 1.48056 2.80014
H: 1.82842 2.46836 -3.25056
H: 0.69592 2.35256 -5.43896
H: -0.94388 0.56416 -5.88686
H: -1.42848 -1.13424 -4.15836
H: -0.22888 -1.09014 -2.01706
H: 3.59612 0.98156 -3.25526
H: 6.01382 0.59186 -3.46536
H: 7.30452 -0.25224 -1.53926
H: 6.15112 -0.78344 0.57964
H: 3.71582 -0.43214 0.77384
Cl: -3.15098 -0.24724 -1.32906
C: -4.24758 -1.44594 -0.70946
C: -5.06388 -2.11844 -1.59956
C: -5.91938 -3.09974 -1.13096
C: -5.91978 -3.43234 0.21424
C: -5.09638 -2.75314 1.09174
Cl: -5.07338 -3.20124 2.74804
C: -4.25268 -1.71244 0.66574
S: -3.37098 -0.75844 1.81854
H: -5.03778 -1.85644 -2.64556
H: -6.58318 -3.60544 -1.81096
H: -6.56398 -4.21404 0.58574

For the molecular weight, the calculation gives 1157.05 g/mol. The max |F| comes out at 5.228 eV/Å. As for the energy relative to the best compared isomer or geometry (same formula, charge and spin): 239.9 kJ/mol. The calculation puts the electronic energy at -382456.9224 eV.

Atom charges from the Löwdin analysis, given in e for atoms 1 to 4:
1 La 1.640
2 Br 0.699
3 C -0.759
4 C -0.759

***

No. 3
This record from the OMol25 dataset describes a structure of composition C37H25Cl2F15Ge2N3O3SV at a distorted geometry. The level of theory is ωB97M-V/def2-TZVPD.

CARTESIAN COORDINATES (ANGSTROEM)
V: 1.33770 0.74420 -1.17693
C: 3.18464 5.45072 -2.24040
Ge: 2.84269 3.86714 -1.13855
C: 4.59528 3.16189 -0.62314
C: 1.88260 4.50742 0.43270
C: 1.82514 2.54825 -2.11713
H: 3.82020 6.16991 -1.71811
H: 2.23947 5.93960 -2.48519
H: 3.67545 5.16492 -3.17303
H: 5.08558 3.81456 0.10205
H: 5.22901 3.08684 -1.51040
H: 4.49271 2.16920 -0.18518
H: 2.23214 5.50604 0.70359
H: 2.01240 3.85555 1.29713
H: 0.81433 4.54779 0.21366
H: 2.39609 2.28070 -3.01656
H: 0.89742 3.03251 -2.44096
N: 5.32747 -0.88446 -1.87686
C: 3.97559 -0.79030 -2.00732
N: 3.37006 -1.61382 -2.87508
O: 3.37027 0.03676 -1.30548
H: 5.82377 -1.68473 -2.22396
H: 5.72163 -0.38184 -1.10038
H: 3.92673 -2.14916 -3.51816
H: 2.39830 -1.45272 -3.12921
Cl: -2.60693 -4.18819 -3.10084
C: -1.41438 -4.25265 -1.83231
C: -1.05179 -5.50915 -1.37249
C: -0.01666 -5.66952 -0.46895
C: 0.68745 -4.54404 -0.06663
C: 0.30067 -3.30172 -0.51820
Cl: 1.29963 -1.95328 0.00546
C: -0.80679 -3.07981 -1.36142
N: -1.16835 -1.80750 -1.70345
C: -2.40732 -1.29954 -2.18424
C: -3.60393 -1.65666 -1.57124
C: -4.80131 -1.10759 -1.98912
C: -4.80391 -0.17761 -3.02178
C: -3.60825 0.17945 -3.61816
C: -2.39042 -0.36801 -3.21640
C: -1.15746 0.14018 -3.93681
C: 0.15826 -0.56712 -3.71814
O: 0.57519 -1.46250 -4.42566
O: 0.89325 -0.06885 -2.74456
H: -1.58999 -6.36441 -1.75794
H: 0.25532 -6.65005 -0.10517
H: 1.52982 -4.61545 0.60771
H: -0.56518 -1.07554 -1.34311
H: -3.57760 -2.36337 -0.75627
H: -5.72283 -1.38987 -1.49711
H: -5.73098 0.27063 -3.35553
H: -3.60679 0.91010 -4.41978
H: -1.01842 1.18316 -3.64121
H: -1.35449 0.10138 -5.00891
F: 2.13939 1.05582 0.86058
C: 1.68182 1.28360 2.15262
C: 0.40299 0.99988 2.55640
C: 0.16672 1.31856 3.88433
F: -1.02502 1.05815 4.45354
C: 1.10445 1.88225 4.72486
F: 0.80935 2.16412 5.99969
C: 2.37973 2.13036 4.25537
F: 3.31061 2.66085 5.05772
C: 2.67975 1.82127 2.94670
F: 3.90741 2.05988 2.47282
Ge: -1.03130 0.11439 1.40183
S: -0.66391 1.55731 -0.43566
C: -2.67195 1.07656 2.05809
C: -2.66606 2.44261 2.30822
F: -1.52461 3.14822 2.33308
C: -3.81160 3.17827 2.55066
F: -3.74979 4.49572 2.79147
C: -5.03977 2.54793 2.54787
F: -6.15905 3.24440 2.78466
C: -5.09852 1.19339 2.30475
F: -6.28575 0.56983 2.30071
C: -3.92666 0.49301 2.06617
F: -4.09116 -0.81830 1.83514
C: -0.82520 -1.80908 2.56035
C: -1.52820 -2.87431 2.03117
F: -2.44004 -2.69901 1.05060
C: -1.35071 -4.20159 2.38329
F: -2.07378 -5.17812 1.81475
C: -0.38876 -4.52398 3.31586
F: -0.17565 -5.80119 3.66579
C: 0.36501 -3.50813 3.86494
F: 1.31428 -3.81244 4.76641
C: 0.13420 -2.19737 3.47772
F: 0.95929 -1.31231 4.09265

For the molecular weight, the calculation gives 1143.73 g/mol. As for the expectation value of S²: 3.778. As for the charge: -1. As for the spin multiplicity: 4. The max |F| comes out at 1.669 eV/Å. As for the energy relative to the best compared isomer or geometry (same formula, charge and spin): 154.9 kJ/mol. The calculation puts the electronic energy at -264751.7243 eV.

Atom charges from the Löwdin analysis, given in e for atoms 1 to 4:
1 V 0.474
2 C -0.239
3 Ge 0.712
4 C -0.225